Record 1
ORCA calculation (ωB97M-V with the def2-TZVPD basis set) on 2 unconnected molecules or ions with the total composition C2H9NO2.

```
14
Properties=species:S:1:pos:R:3:forces:R:3
C -1.329284 -1.872318 0.008220 -0.94 -1.13 -0.26
N 0.017728 -1.349143 -0.006208 -0.24 -0.08 0.69
C 0.216411 -0.206013 -0.818489 -0.48 -0.18 -0.17
O -0.644183 0.917772 -0.486319 0.42 -0.33 -0.37
H -2.080786 -1.403363 0.658100 0.46 0.23 0.10
H -1.781998 -1.869109 -0.976333 0.15 0.41 -0.52
H -1.342644 -2.951603 0.216615 0.29 0.25 0.40
H 0.300528 -1.198013 0.956819 0.31 0.09 -0.21
H -0.039697 -0.492648 -1.841619 0.31 -0.01 -0.07
H 1.263903 0.085582 -0.756001 -0.05 0.18 0.01
H -1.224889 0.984967 -1.251617 -0.15 0.40 0.36
O 1.665196 1.992142 1.287770 0.06 -0.12 -0.12
H 1.901523 2.635691 0.612742 0.03 0.06 0.07
H 0.970048 1.475623 0.863204 -0.18 0.23 0.10
```
Positions in Å, forces in eV/Å.

Largest force on an atom   0.029 Eh/bohr
Energy relative to the best compared isomer or geometry (same formula, charge and spin)   6.1 kcal per mole
Kohn-Sham gap   10.3 eV
LUMO level   0.027 Ha
SMILES string   CNCO.O
HOMO level   -9.537 eV

Results of the Mulliken charge analysis, in e, for atoms 1 through 4: C -0.864; N -0.262; C -0.655; O -0.568

=====

Record 2
ORCA calculation (ωB97M-V with the def2-TZVPD basis set) on 3 unconnected molecules or ions with the total composition C2H9NO3.

```
15
Properties=species:S:1:pos:R:3:forces:R:3
C -1.680863 0.077313 0.067091 -0.15 -0.16 0.38
N -0.987368 1.324833 0.208379 1.37 1.45 0.18
C 0.165732 1.487499 0.915475 -0.19 -1.43 0.25
O 0.713708 0.588462 1.528140 -0.17 0.46 -0.03
H -1.090200 -0.707248 0.557720 -0.16 0.29 -0.22
H -1.815550 -0.176962 -0.995417 -0.22 0.06 0.46
H -2.611041 0.204950 0.624958 -0.27 -0.59 -0.42
H -1.414590 2.206842 -0.030446 -0.26 -0.33 -0.36
H 0.609979 2.476197 0.891055 -0.16 0.61 -0.14
O 1.753878 -1.814166 1.259719 -0.32 -0.55 0.32
H 0.862678 -1.732317 1.639607 0.48 0.04 -0.33
H 2.251006 -1.197205 1.803846 0.05 0.15 -0.13
O 0.793662 -1.023554 -3.039723 -0.37 -0.03 -0.28
H 0.722875 -0.599586 -2.181145 0.32 -0.05 0.09
H 1.726098 -1.115051 -3.249252 0.05 0.07 0.25
```
Positions in Å, forces in eV/Å.

Largest force on an atom   0.039 Eh/bohr
Energy relative to the best compared isomer or geometry (same formula, charge and spin)   27.8 kcal per mole
Kohn-Sham gap   10.7 eV
LUMO level   0.023 Ha
SMILES string   CNC=O.O.O
HOMO level   -10.050 eV

Results of the Mulliken charge analysis, in e, for atoms 1 through 4: C -0.660; N -0.175; C -0.017; O -0.499

=====

Record 3
ORCA calculation (ωB97M-V with the def2-TZVPD basis set) on 3 unconnected molecules or ions with the total composition C2H9NO3.

```
15
Properties=species:S:1:pos:R:3:forces:R:3
N -1.208017 1.865955 -0.821989 1.08 0.32 -0.12
C -0.805104 0.453425 -0.955848 -0.72 0.45 0.27
C -1.955223 -0.358900 -0.363931 0.59 1.31 -0.86
O -3.066865 -0.045508 -0.706526 -0.20 -1.02 0.74
H -0.764721 2.415497 -1.547024 0.12 0.06 0.15
H -2.195165 2.048317 -0.912353 -0.22 -0.62 -0.06
H 0.125636 0.244743 -0.409843 -0.18 0.19 -0.23
H -0.702895 0.175756 -2.012664 0.15 -0.27 0.12
H -1.653550 -1.098263 0.392235 -0.64 -0.42 0.01
O -0.541847 -0.325954 4.503738 0.40 -0.33 -0.45
H -0.872541 0.342949 3.903828 -0.11 0.19 -0.05
H -0.968805 -0.169899 5.338273 -0.30 0.16 0.47
O 5.064519 -1.543932 -2.033100 0.50 0.30 0.24
H 4.186130 -1.549350 -2.401574 -0.37 -0.19 -0.18
H 5.358446 -2.454837 -1.973217 -0.13 -0.12 -0.06
```
Positions in Å, forces in eV/Å.

Largest force on an atom   0.033 Eh/bohr
Energy relative to the best compared isomer or geometry (same formula, charge and spin)   48.7 kcal per mole
Kohn-Sham gap   10.2 eV
LUMO level   0.022 Ha
SMILES string   NCC=O.O.O
HOMO level   -9.562 eV

Results of the Mulliken charge analysis, in e, for atoms 1 through 4: N -0.615; C -0.216; C 0.041; O -0.479

=====

Record 4
ORCA calculation (ωB97M-V with the def2-TZVPD basis set) on 2 unconnected molecules or ions with the total composition C2H9NO3Si.

```
16
Properties=species:S:1:pos:R:3:forces:R:3
C -2.899390 -0.820118 -0.152424 2.71 -2.97 -1.18
C 2.530317 -1.013557 -0.314374 -0.54 -3.28 1.01
N -2.657444 0.572542 -0.510130 -2.20 -0.52 0.44
O 1.232983 1.438031 0.953331 -5.53 2.99 5.51
O 3.842510 1.403873 0.128230 0.59 -1.30 0.98
O -2.230689 1.168542 0.714071 -0.05 0.31 0.54
Si 2.367171 0.739267 0.262254 4.66 -2.48 -8.56
H -1.841404 -1.425488 -0.075221 -2.59 1.51 0.18
H -3.518525 -0.950190 0.726139 0.25 0.07 0.54
H -3.441309 -1.366064 -0.968132 0.44 0.79 0.32
H 2.162593 -1.193073 -1.389342 0.49 0.78 1.77
H 3.588935 -1.431185 -0.237961 -1.08 0.71 0.00
H 1.881940 -1.715968 0.361723 1.00 0.96 -1.17
H -3.680924 0.827213 -0.523552 1.46 0.84 -0.42
H -1.338000 1.499906 0.576493 0.04 -0.01 -0.42
H 4.001236 2.266270 0.448891 0.36 1.60 0.46
```
Positions in Å, forces in eV/Å.

Largest force on an atom   0.196 Eh/bohr
Energy relative to the best compared isomer or geometry (same formula, charge and spin)   73.0 kcal per mole
Kohn-Sham gap (spin up / spin down)   5.3 / 5.3 eV
2S+1   3
LUMO level (spin up / spin down)   0.015 / -0.165 Ha
HOMO level (spin up / spin down)   -4.904 / -9.775 eV

Results of the Mulliken charge analysis, in e, for atoms 1 through 4: C -0.619; C -0.925; N -0.341; O 0.054

=====

Record 5
ORCA calculation (ωB97M-V with the def2-TZVPD basis set) on 3 unconnected molecules or ions with the total composition C2H9NO4.

```
16
Properties=species:S:1:pos:R:3:forces:R:3
O -1.598577 -1.271454 -1.429058 -0.04 0.15 0.13
C -2.000944 -0.172522 -1.084719 0.42 -0.45 -0.08
N -1.206485 0.919599 -1.060159 -0.25 1.14 0.61
C 0.218350 0.784931 -1.259083 0.40 -1.10 -1.09
O 0.829264 -0.090153 -0.349806 -0.25 -0.20 -0.32
H -3.029796 -0.029794 -0.734637 -0.11 0.28 -0.12
H -1.569264 1.814260 -0.747139 -0.03 -0.50 0.05
H 0.323185 0.389323 -2.279246 0.21 0.06 0.10
H 0.770581 1.716807 -1.225337 -0.48 0.39 0.22
H 0.542012 -0.981731 -0.624337 0.14 0.38 0.41
O -0.088027 -1.281148 2.372864 -0.14 -0.64 0.07
H 0.349121 -2.132200 2.497722 0.45 0.22 0.11
H -0.963734 -1.601136 2.138411 -0.34 0.39 -0.12
O 3.115732 1.122350 1.738831 -0.95 0.30 0.70
H 2.599992 1.491168 1.015005 0.21 -0.17 -0.37
H 2.417812 1.099781 2.426867 0.74 -0.25 -0.30
```
Positions in Å, forces in eV/Å.

Largest force on an atom   0.031 Eh/bohr
Energy relative to the best compared isomer or geometry (same formula, charge and spin)   22.8 kcal per mole
Kohn-Sham gap   10.9 eV
LUMO level   0.020 Ha
SMILES string   O=CNCO.O.O
HOMO level   -10.381 eV

Results of the Mulliken charge analysis, in e, for atoms 1 through 4: O -0.583; C -0.004; N -0.119; C -0.430

=====

Record 6
ORCA calculation (ωB97M-V with the def2-TZVPD basis set) on 2 unconnected molecules or ions with the total composition C2H9NOS.

```
14
Properties=species:S:1:pos:R:3:forces:R:3
N 0.242289 -2.176709 -1.798151 0.06 0.20 -0.06
C 1.274216 -1.364266 -1.218755 -0.33 -0.12 0.70
O 1.034730 -0.920102 0.137371 -0.13 -0.37 -0.16
H -0.569165 -1.637027 -2.062297 -0.06 0.07 0.11
H -0.055967 -2.913179 -1.173370 0.06 -0.13 -0.06
H 1.362122 -0.436609 -1.762395 0.16 0.09 -0.36
H 2.210025 -1.918515 -1.235618 0.14 0.01 -0.06
H 0.963116 -1.702258 0.703576 0.08 0.26 -0.12
C -1.488040 2.403778 1.485163 -0.83 -0.12 0.27
S 0.297876 2.281929 1.499205 0.36 0.06 0.11
H -1.977935 1.471554 1.756875 0.19 -0.17 0.05
H -1.888950 2.699435 0.525663 0.05 0.19 -0.26
H -1.819458 3.127493 2.234886 0.29 0.04 -0.14
H 0.415140 1.084476 0.907847 -0.05 0.00 -0.02
```
Positions in Å, forces in eV/Å.

Largest force on an atom   0.017 Eh/bohr
Energy relative to the best compared isomer or geometry (same formula, charge and spin)   7.4 kcal per mole
Kohn-Sham gap   9.4 eV
LUMO level   0.028 Ha
SMILES string   NCO.CS
HOMO level   -8.678 eV

Results of the Mulliken charge analysis, in e, for atoms 1 through 4: N -0.546; C -0.208; O -0.513; H 0.248

=====

Record 7
ORCA calculation (ωB97M-V with the def2-TZVPD basis set) on 2 unconnected molecules or ions with the total composition C2H9NOS2.

```
15
Properties=species:S:1:pos:R:3:forces:R:3
C 1.560815 1.616224 0.804331 -1.80 1.13 1.16
S 0.927637 3.362369 0.609801 0.28 -0.12 -0.44
S 1.335531 4.430888 2.349945 0.33 -0.34 -0.20
H 1.461898 1.225713 -0.201753 0.83 0.00 -0.20
H 0.792845 1.083863 1.377697 0.43 -0.02 0.20
H 2.507316 1.653253 1.337627 0.13 -0.41 -0.59
H 0.105204 4.911191 2.554104 -0.22 -0.26 0.06
N -0.632526 -1.912922 -1.884794 -2.08 -0.43 -1.85
C -1.529497 -2.475732 -0.831216 0.98 -0.83 -0.41
O -0.835628 -2.422599 0.404451 -0.25 0.80 -0.68
H 0.139339 -2.504585 -2.211502 -0.32 -0.20 0.89
H -1.247009 -1.908044 -2.761415 1.09 0.51 1.46
H -2.475840 -1.911537 -0.874825 0.44 0.16 0.26
H -1.790890 -3.536870 -0.945385 0.10 0.14 -0.23
H -0.319195 -1.611213 0.272934 0.05 -0.13 0.57
```
Positions in Å, forces in eV/Å.

Largest force on an atom   0.055 Eh/bohr
Energy relative to the best compared isomer or geometry (same formula, charge and spin)   22.5 kcal per mole
Kohn-Sham gap   9.1 eV
LUMO level   0.022 Ha
SMILES string   CSS.NCO
HOMO level   -8.506 eV

Results of the Mulliken charge analysis, in e, for atoms 1 through 4: C -0.731; S -0.061; S -0.206; H 0.255

=====

Record 8
ORCA calculation (ωB97M-V with the def2-TZVPD basis set) on 2 unconnected molecules or ions with the total composition C2H9NOS2.

```
15
Properties=species:S:1:pos:R:3:forces:R:3
N 0.797762 -0.400142 -1.584528 -2.22 -0.61 0.10
C 0.098097 0.810163 -1.110395 1.78 0.99 -1.92
C 0.445518 1.291566 0.266050 -0.59 0.07 0.22
S -0.550231 0.295506 1.442232 0.85 0.68 0.26
S -2.202791 1.312254 0.907587 -1.51 0.53 -0.41
H 0.144632 -0.901999 -2.273538 2.23 1.05 1.12
H 1.749124 -0.174435 -1.865047 -0.60 -0.45 -0.51
H -0.974120 0.669750 -1.121671 -0.14 -0.03 -0.65
H 0.421016 1.664383 -1.789317 -0.95 -0.68 0.43
H 0.480396 2.420517 0.237158 -0.75 -1.18 0.97
H 1.353422 0.953780 0.637702 2.43 -0.39 -0.12
H -2.861160 1.042216 2.012107 -0.53 -0.01 0.57
O 0.781094 -3.059655 1.532675 -1.62 -0.14 -0.27
H 0.344066 -2.314854 1.084606 0.70 0.25 -0.04
H -0.026827 -3.609051 1.624379 0.94 -0.07 0.24
```
Positions in Å, forces in eV/Å.

Largest force on an atom   0.054 Eh/bohr
Energy relative to the best compared isomer or geometry (same formula, charge and spin)   28.5 kcal per mole
Kohn-Sham gap   8.8 eV
LUMO level   0.020 Ha
SMILES string   NCCSS.O
HOMO level   -8.317 eV

Results of the Mulliken charge analysis, in e, for atoms 1 through 4: N -0.492; C -0.278; C -0.855; S -0.054

=====

Record 9
ORCA calculation (ωB97M-V with the def2-TZVPD basis set) on a gas-phase ion, C2H9NP (charge +1).

```
13
Properties=species:S:1:pos:R:3:forces:R:3
C 1.556809 -1.022974 0.373154 0.39 1.66 1.38
N 0.678763 -0.006531 -0.324043 -1.37 0.17 -0.71
C -0.791668 0.217631 0.243409 0.76 -2.53 1.74
P -2.069913 0.817765 -1.037112 1.09 1.32 0.63
H 2.158775 -0.598024 1.222639 -1.16 0.14 -0.60
H 0.911582 -1.794041 0.780152 0.31 -0.40 -0.51
H 2.334071 -1.230107 -0.325028 0.20 -1.14 -0.67
H 0.563734 -0.303579 -1.310074 -0.32 -0.49 0.60
H 1.167945 0.854156 -0.525433 0.27 0.75 0.79
H -1.021142 -0.914614 0.517402 -0.01 2.39 -0.59
H -0.750760 0.747695 1.263422 0.26 -0.53 -1.82
H -3.018862 0.992218 -0.022612 -0.30 -0.30 0.15
H -1.719334 2.240404 -0.855875 -0.12 -1.04 -0.40
```
Positions in Å, forces in eV/Å.

Largest force on an atom   0.061 Eh/bohr
Energy relative to the best compared isomer or geometry (same formula, charge and spin)   6.4 kcal per mole
Kohn-Sham gap   10.9 eV
Total charge   +1
LUMO level   -0.134 Ha
SMILES string   C[NH2+]CP
HOMO level   -14.583 eV

Results of the Mulliken charge analysis, in e, for atoms 1 through 4: C -0.716; N -0.304; C -0.548; P -0.076

=====

Record 10
ORCA calculation (ωB97M-V with the def2-TZVPD basis set) on 3 unconnected molecules or ions with the total composition C2H9NS.

```
13
Properties=species:S:1:pos:R:3:forces:R:3
H -1.026728 1.246739 -3.449834 0.10 -0.14 -0.01
H -0.576746 0.654904 -3.515293 -0.10 0.13 0.02
C -0.957049 -1.736904 0.137580 0.89 0.49 1.37
C -0.034965 -0.538246 0.169640 -1.26 -1.96 -0.67
S -0.344124 -1.261450 1.820045 -0.03 0.35 -0.88
H -2.013074 -1.518662 0.173717 -0.08 -0.25 -0.74
H -0.575320 -2.669885 -0.246639 -0.27 -0.13 0.00
H -0.556084 0.295067 -0.283600 0.38 0.66 0.76
H 0.962686 -0.752534 -0.178957 0.08 0.28 -0.13
N 1.324884 1.634012 1.570210 -0.32 0.95 0.48
H 0.433568 1.172124 1.508017 0.35 -0.42 0.20
H 2.120730 1.058477 1.351947 -0.21 -0.20 -0.23
H 1.242220 2.416359 0.943168 0.48 0.23 -0.16
```
Positions in Å, forces in eV/Å.

Largest force on an atom   0.047 Eh/bohr
Energy relative to the best compared isomer or geometry (same formula, charge and spin)   46.7 kcal per mole
Kohn-Sham gap   10.0 eV
LUMO level   0.036 Ha
SMILES string   [H][H].C1CS1.N
HOMO level   -9.043 eV

Results of the Mulliken charge analysis, in e, for atoms 1 through 4: H 0.024; H -0.023; C -0.494; C -0.740